# C16H17AuN2O6S2

A molecular structure, C16H17AuN2O6S2 (ωB97M-V/def2-TZVPD, the OMol25 dataset).

Geometry as ORCA input:
```
! wB97M-V def2-TZVPD RIJCOSX def2/J DEFGRID3
* xyz 0 3
Au 0.57127 0.03396 -0.15972
C -1.32117 -2.18985 3.12828
C -0.24337 -1.23253 2.67327
O 0.35158 -1.50859 1.63519
C 0.05130 -0.04155 3.48147
C -0.30611 -0.05940 4.84090
C -0.01485 0.98983 5.68023
C 0.63329 2.11169 5.15510
C 0.97675 2.16791 3.82487
C 0.70662 1.09416 2.96094
O 1.09203 1.23502 1.70328
H -1.61164 -2.79472 2.27446
H -2.18650 -1.66475 3.52972
H -0.93237 -2.84652 3.91039
H -0.80674 -0.92996 5.24335
H -0.28457 0.94551 6.72632
H 0.87028 2.94807 5.80125
H 1.47101 3.02989 3.39521
C -2.35737 -3.24872 -1.39522
C -2.02294 -1.77893 -1.43862
O -1.82557 -1.12173 -0.42817
N -1.95501 -1.22663 -2.67545
C -1.54241 0.14687 -2.90428
C -0.09560 0.24469 -3.32085
C 0.24494 0.75961 -4.55658
C 1.57772 0.78561 -4.93987
C 2.52722 0.26971 -4.08246
C 2.11255 -0.21014 -2.85337
N 0.83460 -0.21518 -2.46850
H -2.36773 -3.57429 -0.36039
H -1.60990 -3.82331 -1.94525
H -3.33187 -3.43737 -1.84801
H -2.03405 -1.83898 -3.47011
H -1.71822 0.70433 -1.98471
H -2.17159 0.57613 -3.68304
H -0.53097 1.13670 -5.20893
H 1.86519 1.20325 -5.89585
H 3.57839 0.26757 -4.33164
H 2.83155 -0.57616 -2.13464
O 2.52674 3.87664 -0.04984
S 2.03787 2.80005 -0.85953
O 2.68948 1.51663 -0.66868
O 1.68619 3.09687 -2.22962
S 0.03399 2.37861 -0.07093
*
```

## Properties
DFT total energy: -2112.8463 a.u.